(1)
This record from OMol25 describes a molecular structure, C20H46IrO4P4. The level of theory is ωB97M-V with the def2-TZVPD basis set.

Calculated values
Lowest unoccupied orbital energy (alpha / beta)   -12.5 / -16.8 eV
Gap between HOMO and LUMO (alpha / beta)   5.296 / 3.813 eV
Charge   +4
2S+1   6

Element x y z (Å)
Ir (0.99987, 0.76669, 0.72249)
P (0.47604, 2.35863, 2.36999)
P (-0.07466, 1.94820, -1.12678)
P (2.01811, -0.82802, 2.03192)
H (2.50050, -1.06185, -3.63993)
C (2.35348, -2.07495, -3.16734)
C (1.14084, -2.60567, -2.97153)
H (0.18880, -2.22142, -3.34360)
C (1.55709, 3.78682, 2.18750)
C (-1.20404, 3.04199, 2.39489)
C (0.71784, 1.75950, 4.06379)
C (0.01823, 0.83830, -2.54187)
C (-1.79114, 2.48933, -1.01438)
C (0.84017, 3.41396, -1.60389)
C (2.51503, -2.09687, 0.83950)
C (1.06326, -1.64977, 3.33651)
C (3.53598, -0.17938, 2.75975)
H (3.29708, -2.47614, -2.81501)
H (0.98515, -3.59456, -2.45470)
H (2.59649, 3.44580, 2.24563)
H (1.30873, 4.48106, 2.99779)
H (1.40327, 4.28020, 1.21877)
H (-1.26148, 3.76492, 3.22632)
H (-1.90051, 2.21184, 2.55044)
H (-1.45024, 3.55664, 1.46219)
H (0.72161, 2.64442, 4.71104)
H (1.65152, 1.20004, 4.18708)
H (-0.12464, 1.10633, 4.33636)
H (0.15009, 1.44969, -3.42698)
H (-0.91154, 0.25750, -2.61723)
H (0.86752, 0.14429, -2.43322)
H (-1.82000, 3.56733, -1.21701)
H (-2.17267, 2.25454, -0.01443)
H (-2.37674, 1.95497, -1.76989)
H (0.40473, 3.87418, -2.49629)
H (1.86074, 3.07050, -1.80341)
H (0.82880, 4.15234, -0.79511)
H (3.27667, -2.72723, 1.30357)
H (2.93127, -1.61968, -0.05599)
H (1.64998, -2.70076, 0.54793)
H (1.78386, -2.08264, 4.04379)
H (0.44665, -2.44253, 2.90370)
H (0.40377, -0.97127, 3.88718)
H (3.82072, -0.89217, 3.53840)
H (3.35351, 0.80155, 3.21128)
H (4.36922, -0.08393, 2.04832)
C (4.00442, 1.49130, -0.21772)
C (4.06142, 2.90779, 0.04633)
C (5.26477, 3.48539, 0.47986)
C (6.39778, 2.68734, 0.56719)
C (6.41663, 1.35746, 0.16412)
C (5.22842, 0.77209, -0.25947)
O (3.02136, 0.62839, -0.44292)
H (1.63873, 2.09611, 0.15671)
H (3.20688, 3.56634, -0.15180)
H (5.34836, 4.59247, 0.68906)
H (7.30801, 3.23147, 0.90989)
H (7.29500, 0.71860, 0.16605)
H (5.13958, -0.26299, -0.56463)
C (-1.59425, -3.25621, 1.10170)
O (-0.68198, -2.10470, 0.76183)
P (-0.92146, -0.49942, 0.83676)
O (-2.10843, -0.36709, -0.26511)
C (-2.68032, -1.36593, -1.20145)
O (-1.76926, -0.40054, 2.22717)
C (-3.24318, -0.28894, 2.35818)
H (-0.94918, -4.05023, 1.50235)
H (-2.07863, -3.64451, 0.18898)
H (-2.36188, -3.00874, 1.85600)
H (-1.86765, -1.90278, -1.71089)
H (-3.36917, -2.07849, -0.71298)
H (-3.28686, -0.84714, -1.95515)
H (-3.59453, 0.65273, 1.90133)
H (-3.77762, -1.13592, 1.88395)
H (-3.47358, -0.26787, 3.42327)

=====

(2)
This record from OMol25 describes a molecular structure, C20H46IrOP4. The level of theory is ωB97M-V with the def2-TZVPD basis set.

Calculated values
Lowest unoccupied orbital energy (alpha / beta)   -11.4 / -15.7 eV
Gap between HOMO and LUMO (alpha / beta)   5.478 / 4.880 eV
Charge   +4
2S+1   6

Element x y z (Å)
Ir (0.28997, -0.18081, 0.83286)
P (1.72228, -0.99618, 2.32554)
P (1.60017, 1.85844, 0.61878)
P (-0.75507, -2.37491, 0.49441)
H (-0.37569, 1.82608, -7.55659)
C (-1.31216, 1.28743, -7.37235)
C (-2.38833, 1.84953, -6.80940)
H (-2.44082, 2.90612, -6.53043)
C (3.11097, -1.85919, 1.48612)
C (2.63072, 0.13704, 3.46425)
C (1.08319, -2.18679, 3.57788)
C (0.93936, 3.01490, -0.64209)
C (1.89646, 3.02340, 2.00989)
C (3.26643, 1.47229, -0.03688)
C (-2.05826, -2.30901, -0.78841)
C (-1.54178, -3.36519, 1.82678)
C (0.47689, -3.51881, -0.24019)
H (-1.34866, 0.24574, -7.72296)
H (-3.29428, 1.25355, -6.63286)
H (3.81405, -2.23335, 2.24283)
H (3.64448, -1.16363, 0.82561)
H (2.74417, -2.70417, 0.89096)
H (3.25447, -0.47256, 4.13554)
H (1.93808, 0.71223, 4.09119)
H (3.28514, 0.82219, 2.91053)
H (1.68531, -3.10445, 3.54385)
H (0.03645, -2.45310, 3.39894)
H (1.15854, -1.75580, 4.58714)
H (1.45120, 3.98024, -0.52155)
H (-0.14104, 3.15560, -0.50900)
H (1.12551, 2.63394, -1.65429)
H (2.97004, 3.25937, 2.04504)
H (1.59181, 2.61924, 2.98118)
H (1.33734, 3.94983, 1.82221)
H (3.72778, 2.40398, -0.39376)
H (3.16869, 0.77562, -0.87956)
H (3.90521, 1.02353, 0.73427)
H (-2.69263, -3.20386, -0.72920)
H (-1.58747, -2.25940, -1.77972)
H (-2.67431, -1.41354, -0.64172)
H (-2.38973, -3.91909, 1.40035)
H (-1.91679, -2.73665, 2.64220)
H (-0.81969, -4.09174, 2.22139)
H (-0.03113, -4.26362, -0.87038)
H (1.02399, -4.03387, 0.56061)
H (1.17665, -2.94666, -0.86250)
C (-0.76886, 0.50024, -2.02898)
C (0.41035, 0.01633, -2.66997)
C (0.40407, -0.25071, -4.02636)
C (-0.75462, -0.04863, -4.75960)
C (-1.84969, 0.58306, -4.17029)
C (-1.89562, 0.84983, -2.81447)
O (-0.89567, 0.60908, -0.71816)
H (1.15834, -0.68111, -0.48667)
H (1.29600, -0.20028, -2.07367)
H (1.31755, -0.60962, -4.49031)
H (-0.78189, -0.31283, -5.81132)
H (-2.66213, 0.91718, -4.80709)
H (-2.75663, 1.27126, -2.29761)
C (-2.96082, -0.02784, 2.03712)
P (-1.30630, 0.65562, 2.38982)
C (-1.52578, 2.44810, 2.17295)
C (-1.04737, 0.44204, 4.17384)
H (-3.18633, 0.13882, 0.97602)
H (-3.70873, 0.49237, 2.65923)
H (-3.00525, -1.10155, 2.25094)
H (-2.36127, 2.77827, 2.80502)
H (-0.62391, 3.01028, 2.44319)
H (-1.76982, 2.64410, 1.12165)
H (-1.85445, 0.95998, 4.71230)
H (-1.07255, -0.62070, 4.44128)
H (-0.08615, 0.87283, 4.47461)

=====

(3)
This record from OMol25 describes a molecular structure, C20H46O3P4PtSe. The level of theory is ωB97M-V with the def2-TZVPD basis set.

Calculated values
Lowest unoccupied orbital energy (alpha / beta)   -11.6 / -15.2 eV
Gap between HOMO and LUMO (alpha / beta)   7.460 / 4.276 eV
Charge   +4
2S+1   5

Element x y z (Å)
Pt (0.29675, -0.65870, -1.52138)
P (-1.19926, -0.70523, 1.50989)
P (1.63847, -2.45788, -1.18771)
P (-1.75290, -0.90726, -2.50329)
H (0.23852, 2.42732, -0.21915)
C (-0.53878, 3.08991, -0.62642)
C (-1.28462, 3.74270, 0.24876)
H (-1.05565, 3.75456, 1.32715)
C (-0.73011, 0.05530, 3.09940)
C (-1.58446, -2.42062, 2.04293)
C (-2.80640, 0.08815, 1.18561)
C (2.90236, -2.55644, -2.51797)
C (2.41273, -2.51225, 0.47214)
C (0.67696, -4.01723, -1.33686)
C (-2.81154, 0.56623, -2.44072)
C (-2.74194, -2.29042, -1.82573)
C (-1.46801, -1.32944, -4.25095)
H (-0.73276, 3.06423, -1.70423)
H (-2.16078, 4.27786, -0.14417)
H (-0.72831, 1.13991, 2.97125)
H (0.26265, -0.23256, 3.45478)
H (-1.48276, -0.21720, 3.85814)
H (-0.67215, -3.01222, 2.17143)
H (-2.23245, -2.89717, 1.29648)
H (-2.09973, -2.35609, 3.00326)
H (-2.64682, 1.10080, 0.80593)
H (-3.36180, 0.17091, 2.12614)
H (-3.41334, -0.47229, 0.47074)
H (3.61687, -3.35584, -2.30159)
H (3.42457, -1.59965, -2.61569)
H (2.39689, -2.75868, -3.46788)
H (3.00474, -3.42547, 0.58739)
H (1.64925, -2.48161, 1.25476)
H (3.04403, -1.62843, 0.60707)
H (1.35363, -4.87701, -1.32588)
H (0.12192, -4.00140, -2.28105)
H (-0.04081, -4.11273, -0.51392)
H (-3.65605, 0.47687, -3.13429)
H (-2.21374, 1.44083, -2.71529)
H (-3.21234, 0.72259, -1.43208)
H (-3.56055, -2.56175, -2.50351)
H (-3.17603, -2.02866, -0.85437)
H (-2.09479, -3.16394, -1.69431)
H (-2.41096, -1.45794, -4.80074)
H (-0.90182, -2.26638, -4.29596)
H (-0.86719, -0.53500, -4.71750)
C (1.58610, 2.24008, -4.53107)
C (1.32916, 3.51255, -4.00452)
C (1.61126, 4.66257, -4.75889)
C (2.19631, 4.55567, -6.03065)
C (2.47793, 3.28148, -6.55534)
C (2.16518, 2.13356, -5.81405)
Se (1.38148, 0.51982, -3.54049)
H (-0.32942, -0.68952, 0.07253)
H (0.93847, 3.59704, -2.99601)
H (1.39788, 5.64946, -4.34584)
H (2.44533, 5.45507, -6.61116)
H (2.95354, 3.18238, -7.53432)
H (2.41455, 1.15527, -6.21820)
C (3.17935, -0.84337, 4.30510)
O (2.40444, -0.20877, 3.29015)
P (3.03078, 0.95643, 2.25875)
O (4.06127, 1.73925, 3.22744)
C (3.66995, 2.37361, 4.46610)
O (1.76197, 2.03025, 2.13477)
C (1.99091, 3.42850, 1.86397)
H (4.24350, -0.89901, 4.04928)
H (2.79402, -1.86098, 4.41597)
H (3.06324, -0.31439, 5.25526)
H (2.61372, 2.18700, 4.72511)
H (4.31197, 1.97502, 5.26103)
H (3.83442, 3.45472, 4.37356)
H (1.26889, 3.74272, 1.09638)
H (1.81336, 4.00876, 2.77812)
H (3.01642, 3.62281, 1.51501)

=====

(4)
This record from OMol25 describes a molecular structure, C20H47B3N2O14P2. The level of theory is ωB97M-V with the def2-TZVPD basis set.

Calculated values
Lowest unoccupied orbital energy   0.4 eV
Gap between HOMO and LUMO   9.996 eV
2S+1   1

Element x y z (Å)
C (3.79343, -1.23214, -1.73745)
C (3.39827, -0.62193, -3.07210)
N (2.85529, 0.74907, -2.89192)
B (1.59313, 1.01975, -3.46779)
O (1.18876, 0.52330, -4.70108)
B (-0.13066, 0.09527, -4.73424)
O (-0.45133, -1.02186, -5.41723)
C (-1.56409, -1.80498, -4.99014)
C (-1.14167, -3.24781, -4.74678)
O (-1.06617, 0.89706, -4.05195)
B (-0.54289, 1.16502, -2.80314)
N (-1.20580, 0.66944, -1.55486)
C (-0.92159, -0.67318, -1.43583)
C (-1.79278, -1.55631, -0.57696)
O (0.06436, -1.12334, -1.99608)
C (-2.58300, 1.10396, -1.33281)
C (-3.68193, 0.53998, -2.20033)
O (-2.80612, 1.90644, -0.46269)
O (0.65524, 1.81057, -2.73827)
H (2.92275, -1.50646, -1.13849)
H (4.42800, -0.56070, -1.15643)
H (4.34241, -2.15454, -1.93365)
H (2.66795, -1.26906, -3.55808)
H (4.28991, -0.54828, -3.69696)
H (2.74931, 0.89964, -1.89477)
H (-2.03190, -1.41503, -4.08520)
H (-2.30676, -1.78755, -5.79034)
H (-0.19715, -3.28976, -4.20776)
H (-1.89475, -3.69423, -4.09038)
H (-1.13341, -3.83882, -5.65919)
H (-2.53819, -2.07461, -1.17543)
H (-1.12594, -2.30106, -0.14686)
H (-2.24413, -1.01094, 0.25112)
H (-4.62728, 0.85437, -1.76830)
H (-3.58472, 0.96998, -3.19908)
H (-3.63901, -0.54197, -2.28611)
O (6.88902, 0.94029, 0.63661)
P (7.75727, 2.00796, 1.14114)
O (8.20766, 1.76215, 2.65694)
C (8.57817, 0.45487, 3.10242)
C (10.04592, 0.16688, 2.85470)
O (6.88263, 3.32633, 1.37901)
C (5.50113, 3.37865, 1.01898)
C (4.61569, 3.03973, 2.19980)
O (8.98254, 2.77490, 0.49662)
C (9.99050, 2.14087, -0.32023)
C (9.45426, 1.04730, -1.22061)
H (7.94938, -0.30086, 2.62693)
H (8.36916, 0.42940, 4.17155)
H (10.24646, 0.04845, 1.78690)
H (10.34565, -0.75525, 3.35337)
H (10.66407, 0.98523, 3.22470)
H (5.29627, 2.72018, 0.17494)
H (5.31101, 4.40014, 0.68745)
H (4.91416, 2.09142, 2.64774)
H (3.57217, 2.96963, 1.88967)
H (4.69801, 3.80638, 2.97130)
H (10.78507, 1.76223, 0.32665)
H (10.42537, 2.93702, -0.92211)
H (9.05521, 0.21134, -0.64371)
H (10.25050, 0.66454, -1.85899)
H (8.64917, 1.42567, -1.85078)
O (-8.59510, 0.16859, 3.22766)
P (-7.98876, -0.92083, 2.45768)
O (-6.76256, -0.42454, 1.56077)
C (-5.81879, 0.52305, 2.07180)
C (-4.69482, -0.15573, 2.82959)
O (-8.99177, -1.36327, 1.29250)
C (-10.29225, -0.78564, 1.16982)
C (-10.28477, 0.37544, 0.19773)
O (-7.59114, -2.40485, 2.84813)
C (-7.00600, -2.77421, 4.11541)
C (-7.54417, -1.98980, 5.29401)
H (-6.31794, 1.26235, 2.70083)
H (-5.41423, 1.04884, 1.20698)
H (-5.05276, -0.56833, 3.77608)
H (-3.90099, 0.55666, 3.05545)
H (-4.27871, -0.97624, 2.24299)
H (-10.67139, -0.47737, 2.14374)
H (-10.94445, -1.57921, 0.80266)
H (-9.51060, 1.09622, 0.46203)
H (-11.25052, 0.88223, 0.19628)
H (-10.07473, 0.02485, -0.81369)
H (-5.91981, -2.68104, 4.04588)
H (-7.22497, -3.83302, 4.24344)
H (-7.29684, -0.92969, 5.21815)
H (-7.11605, -2.36844, 6.22211)
H (-8.62991, -2.07079, 5.34849)